A 2-piece molecular cluster, C2H4N2OP2 overall in a non-equilibrium geometry. Source: the Open Molecules 2025 dataset; level of theory: ωB97M-V/def2-TZVPD.

```
! RIJCOSX wB97M-V def2-TZVPD def2/J DEFGRID3
* xyz 0 1
O -0.288 2.472 -0.178
N 0.693 1.800 -0.028
C 1.375 0.873 -0.196
P 2.804 -0.160 -0.077
H 2.729 -0.866 -1.326
H 1.973 -0.985 0.638
N 0.017 -1.047 1.172
C -0.907 -0.672 0.611
P -2.330 -0.015 -0.239
H -3.405 -0.295 0.699
H -2.659 -1.104 -1.076
*
```

Results
- Largest force on an atom: 2.19 eV/Å
- Kohn-Sham gap: 9.6 eV
- SMILES: O=NC#[PH2].N#CP
- ΔE to the lowest compared entry with this formula, charge and spin: 399.4 kJ/mol
- E_LUMO: 0.5542 eV